(1)
# C4H6N2O2

C4H6N2O2 as an isolated structure in a non-equilibrium geometry (ωB97M-V/def2-TZVPD, the Open Molecules 2025 dataset).

Values from the calculation:
* frontier orbital gap (alpha / beta): 8.220 / 8.216 eV
* 2S+1: 1
* energy: -11314.51774 eV

Element x y z (Å)
C: -0.093 1.570 -0.275
C: 0.400 -1.100 -0.821
C: -0.100 -0.061 0.121
O: 0.978 1.977 0.489
O: -1.908 -1.302 0.632
N: -1.192 -0.150 0.832
C: 1.435 0.703 1.006
N: 2.261 0.183 1.646
H: -2.708 -1.176 1.165
H: -1.005 2.122 -0.027
H: 0.137 1.538 -1.335
H: -0.165 -1.992 -1.107
H: 0.654 -0.688 -1.801
H: 1.308 -1.624 -0.526

=====

(2)
# C4H6N2O2

The molecule C4H6N2O2 in a non-equilibrium geometry (ωB97M-V/def2-TZVPD, the Open Molecules 2025 dataset).

Values from the calculation:
* frontier orbital gap: 11.164 eV
* 2S+1: 1
* SMILES string: CNC(=O)[C@H](O)C#N
* energy: -11319.38419 eV

Element x y z (Å)
C: 1.523 0.210 -0.310
N: 0.246 0.221 0.306
C: -0.730 -0.487 -0.208
O: -0.670 -1.418 -1.047
C: -2.156 -0.365 0.432
O: -2.932 -1.465 -0.067
C: -2.773 0.935 0.002
N: -3.100 2.019 -0.170
H: 1.362 -0.266 -1.325
H: 2.108 1.203 -0.461
H: 2.313 -0.493 0.186
H: 0.031 0.865 1.032
H: -2.180 -0.399 1.483
H: -2.699 -1.520 -1.050

=====

(3)
# C4H6N2O2

C4H6N2O2 as an isolated structure in a non-equilibrium geometry (ωB97M-V/def2-TZVPD, the Open Molecules 2025 dataset).

Values from the calculation:
* frontier orbital gap (alpha / beta): 7.346 / 6.972 eV
* 2S+1: 1
* energy: -11313.78232 eV

Element x y z (Å)
C: 1.281 0.099 0.551
C: -0.711 1.032 0.008
N: 1.258 -2.541 -0.466
N: -1.698 1.752 -0.638
C: -0.886 0.005 0.930
C: 0.681 1.149 -0.154
O: 1.190 -1.220 -0.643
O: 0.301 -0.394 1.427
H: 0.969 -2.855 0.459
H: 2.106 -2.974 -0.828
H: -2.536 1.924 -0.103
H: -1.376 2.577 -1.121
H: -1.758 -0.258 1.504
H: 1.179 1.705 -0.925

=====

(4)
# C4H6N2O2

C4H6N2O2 as an isolated structure in a non-equilibrium geometry (ωB97M-V/def2-TZVPD, the Open Molecules 2025 dataset).

Values from the calculation:
* frontier orbital gap (alpha / beta): 8.432 / 8.431 eV
* 2S+1: 1
* energy: -11316.39726 eV

Element x y z (Å)
C: 1.804 0.508 -0.220
N: -1.038 -0.347 -1.201
N: -1.152 -0.923 1.074
C: -0.921 0.195 0.128
C: 0.581 -0.146 0.280
C: 0.205 -1.224 1.006
O: -1.439 0.507 -2.012
O: -1.479 1.402 0.294
H: -1.730 1.651 -0.682
H: -1.866 -1.619 0.886
H: 0.695 -2.040 1.501
H: 1.775 0.587 -1.308
H: 2.678 -0.071 0.069
H: 1.887 1.517 0.186

=====

(5)
# C4H6N2O2

A 2-piece molecular cluster, C4H6N2O2 overall in a non-equilibrium geometry (ωB97M-V/def2-TZVPD, the Open Molecules 2025 dataset).

Values from the calculation:
* frontier orbital gap: 9.476 eV
* 2S+1: 1
* SMILES string: [H]/N=C/C=C=N.O=CO
* energy: -11318.26139 eV

Element x y z (Å)
H: 1.582 -1.843 -1.352
N: 0.815 -1.340 -0.917
C: 0.346 -1.881 0.153
C: -0.731 -1.283 0.875
C: -1.408 -0.243 0.397
N: -2.253 0.431 -0.129
H: 0.884 -2.662 0.695
H: -0.884 -1.565 1.907
H: -2.125 1.402 -0.384
O: 1.531 1.665 0.810
C: 0.894 1.427 -0.179
O: 0.179 2.374 -0.827
H: 0.907 0.297 -0.694
H: 0.264 3.223 -0.355

=====

(6)
# C4H6N2O2

The molecule C4H6N2O2 in a non-equilibrium geometry (ωB97M-V/def2-TZVPD, the Open Molecules 2025 dataset).

Values from the calculation:
* frontier orbital gap: 10.528 eV
* 2S+1: 1
* SMILES string: [H]/N=C\N1C[C@@H]1C(=O)O
* energy: -11317.72008 eV

Element x y z (Å)
H: 2.660 -0.218 1.686
N: 2.854 -0.670 0.794
C: 1.835 -0.677 -0.018
N: 0.475 -0.150 0.171
C: 0.240 1.058 -0.620
C: -0.601 -0.221 -0.633
C: -1.973 -0.483 0.110
O: -2.847 -1.249 -0.047
O: -2.012 0.607 1.042
H: 2.013 -1.065 -0.985
H: -0.061 2.049 -0.158
H: 0.918 1.381 -1.421
H: -0.652 -0.810 -1.594
H: -2.849 0.448 1.673

=====

(7)
# C4H6N2O3

The molecule C4H6N2O3 in a non-equilibrium geometry (ωB97M-V/def2-TZVPD, the Open Molecules 2025 dataset).

Values from the calculation:
* frontier orbital gap: 8.528 eV
* 2S+1: 1
* SMILES string: C/N=c1/oc(O)cn1O
* energy: -13364.32051 eV

Element x y z (Å)
C: -2.426 -0.636 -0.131
N: -1.178 -1.195 0.151
C: -0.141 -0.555 -0.119
O: 1.127 -1.153 -0.064
C: 2.085 -0.137 -0.099
O: 3.329 -0.368 0.110
C: 1.461 1.061 -0.200
N: 0.065 0.786 -0.427
O: -0.839 1.692 0.229
H: -2.313 0.080 -0.946
H: -3.060 -1.503 -0.343
H: -2.903 -0.100 0.746
H: 3.676 -1.233 0.312
H: 1.891 2.055 -0.330
H: -0.774 1.206 1.110

=====

(8)
# C4H6N2O3P

An isolated ion of composition C4H6N2O3P and charge -1 in a non-equilibrium geometry (ωB97M-V/def2-TZVPD, the Open Molecules 2025 dataset).

Values from the calculation:
* frontier orbital gap: 8.920 eV
* 2S+1: 1
* total charge: -1
* SMILES string: CO[P@@](=O)([O-])n1ccnc1
* energy: -22660.69046 eV

Element x y z (Å)
C: 0.528 -2.061 0.737
O: 1.381 -1.452 -0.140
P: 0.554 -0.715 -1.381
O: 1.618 -0.307 -2.303
O: -0.669 -1.441 -1.811
N: -0.033 0.611 -0.400
C: -1.257 0.998 -0.137
C: -1.211 2.120 0.672
N: 0.040 2.478 0.852
C: 0.715 1.577 0.169
H: 0.251 -1.423 1.699
H: 0.923 -3.114 1.065
H: -0.541 -2.215 0.263
H: -2.143 0.527 -0.647
H: -1.932 2.891 0.959
H: 1.776 1.526 0.403

=====

(9)
# C4H6N2O4

The molecule C4H6N2O4 in a non-equilibrium geometry (ωB97M-V/def2-TZVPD, the Open Molecules 2025 dataset).

Values from the calculation:
* frontier orbital gap: 10.714 eV
* 2S+1: 1
* SMILES string: O=CN1C(=O)NCC1(O)O
* energy: -15415.62428 eV

Element x y z (Å)
O: 1.573 -2.295 -0.200
C: 0.437 -2.110 0.098
N: -0.090 -0.815 -0.073
C: -1.448 -0.545 0.024
O: -2.356 -1.388 0.192
N: -1.602 0.796 -0.057
C: -0.319 1.532 -0.102
C: 0.746 0.415 0.080
O: 1.293 0.522 1.241
O: 1.661 0.458 -0.998
H: -0.242 -2.756 0.508
H: -2.440 1.316 0.221
H: -0.284 2.368 0.626
H: -0.162 1.951 -1.156
H: 2.158 0.094 1.355
H: 1.074 0.455 -1.759

=====

(10)
# C4H6N2OP

An isolated ion of composition C4H6N2OP and charge +1 in a non-equilibrium geometry (ωB97M-V/def2-TZVPD, the Open Molecules 2025 dataset).

Values from the calculation:
* frontier orbital gap (alpha / beta): 8.454 / 8.453 eV
* 2S+1: 1
* total charge: +1
* SMILES string: C=PC1=[NH+]CC(=O)N1
* energy: -18552.19066 eV

Element x y z (Å)
C: -1.277 2.597 0.144
P: -0.709 1.880 -1.274
C: -0.198 0.320 -0.563
N: 0.598 0.030 0.773
C: 0.902 -1.311 0.818
C: 0.403 -1.932 -0.478
O: 0.507 -3.065 -0.810
N: -0.079 -0.826 -1.273
H: -1.540 3.691 0.319
H: -1.655 2.144 1.033
H: 0.996 0.906 1.066
H: 0.384 -2.007 1.560
H: 2.047 -1.353 0.898
H: -0.380 -1.073 -2.215

=====

(11)
# C4H6N2OS

The molecule C4H6N2OS in a non-equilibrium geometry (ωB97M-V/def2-TZVPD, the Open Molecules 2025 dataset).

Values from the calculation:
* frontier orbital gap: 9.985 eV
* 2S+1: 1
* SMILES string: O=CN1C[C@@H]1/C=N\S
* energy: -20104.67182 eV

Element x y z (Å)
O: -2.945 -0.992 0.140
C: -2.139 -0.644 -0.636
N: -1.186 0.509 -0.421
C: -0.946 0.547 1.048
C: 0.098 0.002 -0.018
C: 1.151 0.894 -0.450
N: 2.380 0.682 -0.278
S: 2.768 -0.998 0.193
H: -1.877 -1.403 -1.614
H: -0.932 1.465 1.528
H: -1.563 -0.073 1.711
H: 0.308 -1.011 -0.129
H: 0.920 1.897 -0.654
H: 3.963 -0.874 -0.418

=====

(12)
# C4H6N2OS

C4H6N2OS as an isolated structure in a non-equilibrium geometry (ωB97M-V/def2-TZVPD, the Open Molecules 2025 dataset).

Values from the calculation:
* frontier orbital gap: 9.766 eV
* 2S+1: 1
* energy: -20104.33430 eV

Element x y z (Å)
C: 0.437 0.006 -1.220
C: 0.599 0.516 0.151
C: -1.252 -0.020 1.493
C: 0.266 -1.005 0.007
H: 2.084 1.286 -2.309
H: -0.404 0.260 -1.817
H: 1.513 0.992 0.429
H: -0.754 1.919 0.826
H: -1.813 -2.126 0.734
H: 1.107 -1.848 0.284
N: -0.432 0.999 0.928
N: -1.082 -1.087 0.371
O: -2.165 0.136 2.436
S: 1.896 -0.027 -2.314